No. 1
Computed, not measured: C24H37InN3P2S as an isolated structure, with ωB97M-V/def2-TZVPD.

The geometry in ORCA input format:
```
! RIJCOSX wB97M-V def2-TZVPD def2/J DEFGRID3
* xyz 1 1
H -0.215 3.477 -2.153
H -3.101 1.704 0.393
H 2.351 4.072 -2.936
C 0.815 -3.028 2.559
P 1.144 -1.283 2.339
C 2.674 2.322 -1.730
C 3.142 0.995 -4.163
H 3.043 0.097 1.909
N -3.693 0.868 0.297
H -4.965 0.797 2.673
C -5.368 1.555 1.992
C 0.652 -0.351 3.778
C -5.140 1.164 0.543
C -0.499 3.554 -1.091
H -3.715 -1.630 -1.699
C 2.977 0.934 -1.741
C -3.312 0.047 -0.717
H 0.315 -0.804 1.229
H -0.760 2.541 1.987
H 0.970 0.694 3.680
C 2.192 2.935 -0.432
H 1.014 2.496 2.279
H -5.408 -3.545 -0.813
N -4.044 -1.085 -0.901
H 2.154 4.033 -0.497
P 0.481 2.443 -0.067
H 1.319 -3.389 3.464
H -0.266 -3.177 2.670
H -6.446 1.646 2.168
C 4.054 -3.119 -1.577
In 0.190 0.096 -0.619
C 2.857 2.335 -4.154
C 3.863 -3.025 0.830
N 2.735 0.194 -0.596
C 2.623 3.013 -2.943
C 2.994 -1.250 -2.950
H -4.905 2.515 2.209
C -5.671 -2.765 -0.101
H 4.581 -4.740 -0.256
H -4.668 -1.263 1.104
H 3.424 -1.365 2.903
H 1.166 -3.607 1.699
H 1.122 -0.807 4.658
H 3.366 -1.724 -3.865
C 0.217 2.908 1.649
H -6.465 -2.152 -0.521
C -4.464 -1.928 0.263
H -0.440 -0.393 3.876
H -5.440 1.990 -0.128
C 3.284 -1.077 -0.496
H 3.348 0.444 -5.105
H -1.572 3.326 -0.989
C 3.398 -1.707 0.769
H -6.048 -3.245 0.803
H 1.963 -1.553 -3.084
H 4.347 -3.635 -2.509
H -5.715 0.280 0.263
H 2.783 2.905 -5.099
H 0.238 4.003 1.689
C 2.897 -0.989 2.007
C 3.517 -1.828 -1.670
H 2.813 2.620 0.420
C 3.141 0.252 -2.980
C 4.205 -3.708 -0.339
H -3.616 -2.575 0.542
H -0.291 4.575 -0.727
S -2.063 0.429 -1.802
H 3.921 -3.513 1.808
*
```

The gap between HOMO and LUMO is 5.47 eV. The LUMO energy is -0.10714 Ha. The value obtained for the HOMO energy is -8.39 eV.

No. 2
Computed, not measured: C3H10NOSSi as an isolated structure, with ωB97M-V/def2-TZVPD.

The geometry in ORCA input format:
```
! RIJCOSX wB97M-V def2-TZVPD def2/J DEFGRID3
* xyz 1 1
H -3.817 0.884 -0.059
O -1.479 0.187 -0.595
H 1.520 2.069 -0.220
H 1.591 -1.550 -0.056
Si -2.909 -0.265 0.212
C 1.311 0.359 1.106
H 2.847 -0.120 -0.305
S -0.790 2.140 -0.018
H -2.408 -0.772 1.637
H 0.438 -0.044 1.611
H 1.252 0.445 -1.918
H 1.963 0.674 1.897
H -3.411 -1.319 -0.632
C 0.825 1.355 0.053
H -0.152 -0.046 -0.862
N 0.866 0.225 -0.916
C 1.829 -0.530 -0.050
*
```

The gap between HOMO and LUMO is 8.08 eV. The LUMO energy is -0.23470 Ha. The value obtained for the HOMO energy is -14.46 eV.

No. 3
Computed, not measured: a 7-piece molecular cluster, C25H50Cl2O6 overall, with ωB97M-V/def2-TZVPD.

The geometry in ORCA input format:
```
! RIJCOSX wB97M-V def2-TZVPD def2/J DEFGRID3
* xyz 0 1
H -2.096 -2.729 -6.042
H 3.242 0.805 3.543
C 2.363 1.332 3.967
C -3.156 -3.652 1.310
H -3.419 0.252 -2.888
H 3.788 1.928 5.590
H 3.549 4.554 -1.685
H -2.964 0.016 -0.581
C 2.506 4.489 -1.993
Cl 1.532 -0.728 -1.313
H 5.877 -1.649 1.578
O -5.100 1.178 -2.280
H 2.047 -2.487 1.239
H -0.226 -0.853 -6.754
C 0.052 -0.473 -4.713
O 2.029 1.425 6.318
H 1.945 2.330 -2.030
H -2.323 1.581 -0.616
C 0.299 3.773 -1.602
H 5.917 -3.190 2.374
H 3.148 -1.045 1.020
C 1.713 3.238 -1.475
H -0.105 3.547 -2.571
C 0.047 0.141 -0.984
H 3.932 -4.027 1.378
H 4.556 -2.599 4.153
C -0.451 -1.351 -5.821
C -4.463 1.697 -0.033
H -3.199 1.980 -2.723
H -0.757 -0.524 -1.138
H 0.421 0.181 6.447
C 0.482 5.305 -1.444
C 0.823 0.948 5.784
H -0.326 3.286 -0.869
H -2.411 -2.087 -3.354
H 0.084 1.753 5.673
H -4.176 2.565 0.539
C 4.152 -2.984 1.154
H -0.003 0.961 -1.679
H -0.107 5.657 -0.628
C -3.252 1.040 -0.828
C -3.713 1.111 -2.281
H -3.176 -4.720 0.941
H 2.073 3.008 -0.467
C 1.193 0.381 4.416
H 2.393 4.628 -3.060
H -0.928 -2.981 -3.968
H 4.765 -0.911 3.709
H -4.958 1.016 0.671
H -0.359 -4.004 0.803
O -1.513 -2.416 0.101
H 2.533 3.077 5.190
H -6.415 1.763 -1.048
H 0.167 -2.298 -5.833
C -1.895 -1.816 -5.469
C -5.402 2.006 -1.185
C 4.464 -1.880 3.318
H -0.114 -2.357 1.556
H -0.091 0.568 -4.776
O -0.754 -0.933 -3.539
H -2.991 -3.418 -0.799
H 0.154 5.803 -2.323
C -1.953 -3.418 2.183
H -3.610 -1.946 -0.043
C 2.744 2.020 5.249
H -2.678 -1.038 -5.536
C 5.244 -2.408 2.075
C 3.008 -2.045 1.515
H -4.070 -3.425 1.774
H -1.553 -4.112 2.918
C -1.545 -2.070 -3.985
C -0.865 -3.070 1.159
H 1.569 -0.672 4.458
H 1.117 -0.705 -4.528
H -5.347 3.059 -1.490
O 1.817 5.496 -1.213
H -2.136 -2.508 2.776
C -2.917 -2.776 0.089
O 3.075 -1.900 2.917
Cl -0.118 0.791 0.711
H 0.374 0.448 3.676
H 1.973 1.970 3.196
H 4.467 -2.905 0.123
*
```

The gap between HOMO and LUMO is 9.88 eV. The SMILES is C1CCOC1.C1CCOC1.C1CCOC1.C1CCOC1.C1CCOC1.C1CCOC1.ClCCl. The LUMO energy is 0.02134 Ha. The value obtained for the HOMO energy is -9.30 eV.

No. 4
Computed, not measured: one molecule with the formula C3H10N2O, with ωB97M-V/def2-TZVPD.

The geometry in ORCA input format:
```
! RIJCOSX wB97M-V def2-TZVPD def2/J DEFGRID3
* xyz 0 1
C -0.225 -1.008 -0.715
O 0.753 -1.716 -1.486
H -0.995 -0.698 -1.411
H -0.646 -1.705 0.010
N -1.637 1.533 0.270
H 0.135 1.574 1.455
H 2.323 -0.556 -0.063
C 0.448 0.209 -0.077
H 0.652 0.922 -0.869
H 1.584 -0.778 1.324
H 0.631 -2.666 -1.415
C -0.504 0.872 0.921
H -0.903 0.122 1.570
H -1.807 2.454 0.637
N 1.692 -0.091 0.582
H -1.503 1.533 -0.731
*
```

The gap between HOMO and LUMO is 10.00 eV. The SMILES is NC[C@@H](N)CO. The LUMO energy is 0.03219 Ha. The value obtained for the HOMO energy is -9.12 eV.

No. 5
Computed, not measured: one molecule with the formula CH5N3OS, with ωB97M-V/def2-TZVPD.

The geometry in ORCA input format:
```
! RIJCOSX wB97M-V def2-TZVPD def2/J DEFGRID3
* xyz 0 1
H -1.102 0.921 -0.056
N -0.187 0.600 -0.229
N 0.755 -1.526 -0.577
S 0.723 1.381 -1.377
H 0.561 0.574 -2.422
O -1.265 -0.112 2.057
H -0.463 0.232 2.544
H -0.284 -1.810 1.849
C 0.056 -0.728 0.141
H 0.656 -2.416 -0.187
N -0.733 -1.121 1.235
*
```

The gap between HOMO and LUMO is 9.64 eV. The SMILES is [H]/N=C(\NO)NS. The LUMO energy is 0.01800 Ha. The value obtained for the HOMO energy is -9.15 eV.